1.
{"formula": "C42H44As2BN8Ti", "method": "ωB97M-V with the def2-TZVPD basis set", "homo_lumo_gap_ha": [0.2446, 0.1207], "spin_multiplicity": 4, "s2": 3.77, "charge": 2, "species": ["H", "N", "As", "H", "H", "C", "N", "H", "H", "H", "H", "N", "C", "H", "C", "C", "C", "C", "H", "C", "H", "H", "H", "N", "N", "C", "C", "H", "C", "H", "N", "B", "C", "C", "C", "H", "H", "H", "H", "C", "As", "C", "C", "H", "N", "C", "H", "C", "C", "C", "H", "H", "H", "H", "N", "C", "C", "C", "H", "H", "H", "H", "H", "C", "C", "C", "C", "C", "H", "C", "C", "H", "C", "H", "C", "H", "C", "C", "C", "H", "H", "H", "C", "H", "C", "C", "H", "H", "C", "H", "H", "H", "C", "C", "C", "H", "H", "Ti"], "positions_angstrom": [[-1.921359, -4.349241, 2.268757], [1.907200, 1.286430, -0.894485], [-2.221301, 0.891142, 0.507391], [5.676041, 0.820273, 1.309813], [-5.237715, 0.698670, 0.442226], [-2.944238, -1.841079, 1.058096], [4.472970, 1.296043, -0.406447], [-1.201477, -1.280035, -5.385881], [1.184367, -4.222808, 1.479591], [0.155327, 1.609472, 4.839334], [0.762444, -2.855588, 2.520247], [1.647405, 0.886647, 2.096710], [6.651688, 1.594198, -0.524034], [-4.734934, 5.099289, 1.813198], [-0.157836, -1.157762, -2.172083], [-2.273841, -2.094683, -3.711299], [-1.535570, -4.853777, 1.395517], [-1.223349, -1.828911, -1.574303], [-0.911520, -7.953568, 0.217882], [-0.964118, -6.870030, 0.232815], [-0.067355, 0.141853, 3.879714], [-3.602586, -1.879954, 0.193172], [-6.887280, 0.665007, -1.377465], [2.763131, 1.385955, 1.481509], [4.715089, 1.722693, -1.683966], [-3.690738, 3.311771, 1.257963], [2.418666, -2.477922, 1.199954], [-0.904259, 2.147813, 2.784125], [0.674350, 0.776581, 4.362969], [-1.864313, -6.797303, 2.202913], [0.828269, 1.952784, -0.324434], [3.104616, 0.855112, 0.041380], [6.019609, 1.917446, -1.747771], [-2.283240, -2.305985, -2.342907], [-4.063189, 0.942197, -3.234682], [6.332056, 1.835412, -3.868897], [0.672196, -0.429298, -4.012580], [-1.821488, 3.204103, -1.344775], [-0.068147, -6.662420, -1.726209], [6.657277, 2.419789, -3.009696], [-1.144462, -2.221508, 0.317095], [-0.860962, 3.624172, -1.055231], [1.702419, 1.242721, 3.379552], [-3.738939, 1.020809, -4.266122], [1.996721, -1.303161, 0.688709], [-3.051846, 4.736547, 3.094063], [-6.146484, 0.828375, -3.734447], [-0.510218, -4.773031, -0.850059], [3.480034, 2.083886, 2.380975], [4.156902, -1.531335, 0.243394], [2.213819, -3.795486, 2.836531], [5.123360, -1.230704, -0.136602], [-2.336128, -0.466699, 2.613177], [4.382046, -3.519501, 1.174079], [3.093324, -0.719908, 0.124319], [-2.627344, 2.470002, 1.549197], [-5.414505, 0.833387, -2.935159], [-1.978583, 3.901113, 3.376063], [3.160972, 2.471692, 4.528605], [-4.351186, 3.104330, 0.428371], [0.680915, -0.812742, -1.576351], [0.740753, 2.926689, -3.457435], [-1.304558, 4.136818, 4.191221], [2.846344, 2.018509, 3.600902], [-3.902573, 4.442340, 2.036940], [3.771264, -2.670171, 0.904310], [-3.542553, 0.859232, -0.887064], [-1.083554, -4.105890, 0.266985], [-3.098923, -2.457443, -4.313765], [-0.153216, -0.950477, -3.543946], [-1.497000, -6.220036, 1.363750], [-3.214343, -2.641175, 1.736525], [-0.475668, -6.141718, -0.869487], [-0.129799, -4.208902, -1.687382], [1.952726, 1.582620, -2.223071], [7.741059, 2.360036, -2.942744], [-4.898513, 0.753046, -0.584381], [-3.124734, 0.950259, -2.211129], [-5.832574, 0.738599, -1.611797], [4.382621, 2.600388, 2.098094], [-3.963611, -0.201508, 2.034523], [2.733316, 1.185812, -2.852356], [1.587823, -3.381223, 2.047759], [1.149505, 0.193682, 5.152723], [0.272107, 2.680387, -1.290222], [-1.762593, 2.773490, 2.597073], [7.705458, 1.652734, -0.292171], [6.387921, 3.459194, -3.195525], [0.950484, 2.462527, -2.504547], [-2.069551, 1.032031, -2.444892], [-0.710237, 4.513472, -1.667419], [-3.111612, -2.830368, -1.885702], [5.641874, 1.197923, 0.296954], [-1.209751, -1.425969, -4.311313], [-2.961565, -0.475350, 1.724014], [-3.218365, 5.626302, 3.689127], [-0.909844, 3.925088, -0.014495], [0.419178, 0.095777, 0.626421]], "forces_ev_per_angstrom": [[0.0, 0.1, 0.1], [0.1, 0.0, 0.2], [-0.4, 0.0, 0.8], [-0.1, 0.1, -0.1], [0.0, 0.0, 0.0], [0.2, 0.4, 0.3], [-0.2, 0.1, 0.1], [0.0, 0.0, 0.1], [0.0, 0.0, 0.0], [0.0, 0.0, 0.0], [-0.1, 0.1, 0.1], [0.6, 0.4, 0.7], [0.3, 0.1, -0.2], [0.1, 0.0, 0.0], [-0.3, -0.1, 0.1], [0.0, 0.0, -0.1], [0.2, 0.3, -0.5], [0.3, 0.1, -0.1], [0.0, 0.1, 0.0], [0.0, 0.2, 0.0], [-0.1, 0.0, -0.1], [-0.1, 0.0, -0.1], [0.0, 0.0, 0.0], [-0.1, -0.3, 0.0], [0.2, -0.1, 0.6], [-0.1, 0.1, 0.1], [-0.1, 0.1, -0.1], [0.2, -0.1, 0.0], [0.2, 0.1, 0.0], [0.0, 0.0, -0.1], [0.3, 0.6, -0.5], [0.1, 0.1, 0.1], [0.1, 0.1, -0.4], [0.0, 0.1, 0.1], [0.0, 0.0, 0.0], [0.0, 0.0, 0.0], [0.0, 0.0, 0.0], [-0.1, -0.1, 0.0], [0.0, 0.0, 0.1], [0.0, 0.0, 0.1], [-1.1, -1.0, -0.6], [0.2, 0.0, 0.0], [-0.1, 0.0, 0.0], [0.0, 0.0, 0.1], [1.0, -1.1, 0.1], [0.0, 0.0, 0.0], [0.0, 0.0, 0.1], [-0.2, 0.2, 0.4], [0.0, 0.1, -0.1], [0.2, 0.1, -0.2], [0.0, 0.0, 0.0], [-0.1, 0.0, 0.1], [0.1, 0.0, 0.2], [-0.1, 0.1, 0.0], [-0.1, 0.2, -0.1], [0.2, 0.0, 0.0], [0.0, 0.0, 0.0], [0.0, 0.0, 0.0], [0.0, -0.1, -0.1], [0.0, 0.0, -0.1], [0.2, -0.1, -0.1], [0.0, 0.0, 0.1], [0.0, 0.0, 0.0], [0.0, 0.1, 0.2], [0.0, 0.0, 0.0], [0.0, -0.2, 0.1], [0.1, 0.0, -0.2], [0.1, -0.2, 0.3], [0.1, 0.0, 0.0], [-0.1, 0.0, -0.1], [0.1, -0.3, -0.3], [0.0, -0.2, 0.1], [-0.1, -0.4, 0.3], [0.0, 0.1, -0.1], [0.2, -0.2, 0.1], [0.0, 0.0, 0.0], [0.0, 0.0, -0.2], [-0.1, 0.1, 0.0], [0.0, 0.0, 0.0], [0.0, -0.1, 0.0], [-0.2, 0.0, 0.0], [0.0, 0.1, 0.1], [0.1, -0.1, -0.1], [0.0, 0.0, 0.0], [0.1, 0.0, -0.1], [-0.1, 0.1, 0.0], [-0.1, 0.0, 0.0], [0.0, 0.0, 0.0], [-0.2, 0.2, -0.2], [0.0, 0.0, 0.0], [0.0, 0.0, 0.0], [0.0, -0.1, 0.0], [-0.3, 0.0, 0.0], [0.0, 0.0, 0.0], [0.1, -0.1, -0.3], [0.0, -0.1, 0.0], [0.0, 0.0, 0.1], [-0.9, 0.6, -0.3]], "lowdin_spin": [0.002, 0.003, 0.051, 0.000, 0.000, 0.078, 0.001, 0.000, 0.003, 0.001, 0.006, 0.015, 0.000, 0.000, 0.009, 0.004, 0.067, 0.044, 0.007, 0.151, 0.003, 0.009, 0.000, 0.009, 0.001, 0.002, 0.020, 0.005, 0.005, -0.001, -0.003, 0.007, 0.000, 0.011, 0.000, 0.000, 0.000, 0.001, -0.001, 0.000, 0.265, 0.004, 0.015, 0.000, 0.036, 0.002, 0.000, 0.069, 0.014, 0.019, 0.000, 0.001, 0.002, 0.000, 0.013, 0.012, 0.000, 0.000, 0.000, 0.000, 0.005, 0.000, 0.000, 0.001, 0.001, 0.003, 0.007, 0.126, 0.001, 0.002, 0.015, 0.001, 0.013, 0.002, 0.021, 0.000, 0.001, 0.000, 0.001, 0.001, 0.003, 0.001, 0.014, 0.000, 0.031, 0.007, 0.000, 0.000, -0.001, 0.000, 0.001, 0.000, 0.000, 0.000, 0.005, 0.000, 0.000, 1.776]}


2.
{"formula": "C42H44BF3HgN3O4Te", "method": "ωB97M-V with the def2-TZVPD basis set", "homo_lumo_gap_ha": [0.0672, 0.1788], "spin_multiplicity": 2, "s2": 0.77, "charge": -2, "species": ["C", "C", "H", "H", "H", "O", "H", "H", "C", "Hg", "H", "H", "H", "H", "H", "H", "O", "C", "C", "N", "C", "H", "H", "C", "C", "C", "F", "C", "H", "C", "H", "H", "C", "Te", "C", "H", "C", "C", "H", "C", "H", "H", "H", "C", "H", "C", "H", "H", "H", "C", "H", "H", "H", "C", "H", "O", "C", "H", "C", "H", "C", "H", "H", "C", "C", "C", "C", "N", "C", "B", "C", "C", "H", "C", "C", "O", "F", "C", "H", "H", "C", "H", "H", "C", "H", "H", "H", "H", "C", "C", "F", "C", "C", "C", "C", "H", "N", "C", "H"], "positions_angstrom": [[4.179245, 0.613211, -2.701371], [-0.026193, -0.156413, -3.923560], [-2.781047, 4.076526, -0.237918], [-1.618178, -3.615757, 4.924150], [4.593724, 2.729588, -2.523029], [0.136179, -2.047995, 2.544498], [-0.381713, -5.278426, 3.294027], [-2.216305, -3.877284, -0.000761], [4.592200, -0.584840, -3.364307], [0.440277, 0.029692, 0.167408], [-0.721392, 2.332741, -1.462897], [-6.082372, 1.348528, -0.190932], [-4.984899, 3.351714, -1.121413], [-3.079716, -4.639633, 2.992026], [-0.020688, 3.199528, -4.453623], [-1.153383, 1.451580, -3.112913], [2.983282, 0.564800, 2.601351], [-2.279488, -4.865601, -4.291322], [5.627927, -0.591317, -4.257797], [3.360885, 0.976638, 4.817526], [-0.663487, -3.670969, -2.964021], [0.893120, -0.110826, 5.982482], [3.080910, 0.640737, 5.724584], [1.556640, 0.452855, -5.643174], [-5.125865, 1.670749, 0.201446], [-0.568400, -1.148166, -2.922947], [8.672279, 1.025648, -4.928409], [7.449904, 0.636261, -5.484448], [1.213057, -1.554839, -4.982551], [-1.527476, 5.616726, 3.538949], [0.861925, 1.655526, 5.767738], [-2.765244, 0.754865, 2.448454], [-2.642919, 2.478196, 1.176426], [-0.750828, 3.125661, 1.899948], [-2.111121, -2.466796, -4.437222], [-0.898079, -5.800456, -2.937076], [-3.150628, -3.632972, 2.573594], [-1.475202, -4.067699, 0.775325], [-3.486780, -2.944038, 3.348104], [1.234047, 1.791690, -5.489622], [5.911604, -1.510514, -4.757681], [4.052210, -1.500515, -3.151511], [-2.738099, -5.798612, -4.598258], [-4.504706, 2.797416, -0.324185], [-2.940117, 6.317081, 6.539664], [0.227144, -4.398348, 3.074214], [4.335501, 0.850847, 4.604738], [-3.015168, 3.842424, 6.612647], [-1.463100, -5.131927, 1.019670], [-0.639332, -3.149704, 3.023578], [6.459480, 2.734608, -4.125946], [1.750898, 2.545055, -6.071150], [-2.455048, -1.530280, -4.863063], [0.929201, -0.513675, -4.870103], [0.741075, -4.543589, 2.126318], [-1.881814, -1.858303, 1.536819], [0.250334, 2.156790, -4.579017], [-0.477338, 0.665649, 5.179831], [-2.707810, -3.658367, -4.825919], [-1.772456, -1.920104, 4.397357], [2.539640, 0.676232, 3.724532], [-0.512328, -3.764565, 0.363736], [-4.980174, 0.060746, 1.604545], [-2.101236, 3.601421, 4.689839], [-2.024076, 6.364558, 4.593279], [3.101267, 0.601869, -1.784947], [4.894483, 1.807748, -3.008785], [1.213189, 0.577802, 4.004002], [-1.106202, -2.783859, 4.436003], [-0.636886, -1.264298, 1.680497], [0.603649, 0.701229, 5.300544], [-3.265616, 1.346349, 1.691883], [-2.002019, 7.447381, 4.552694], [6.335582, 0.608553, -4.553329], [-1.809898, -3.207330, 1.995096], [-0.039904, 2.857114, -1.028162], [7.711487, -0.558649, -6.084931], [-1.547835, 4.221748, 3.568375], [0.135153, -3.661673, -2.232840], [-2.136744, 2.518900, 4.727799], [5.932508, 1.813053, -3.899702], [-3.896615, -3.635303, 1.778125], [-1.109088, 6.113242, 2.671458], [-3.273763, 3.201350, 0.168704], [2.318387, 0.167170, -6.357848], [-0.230678, -2.507763, 5.025779], [0.798530, 2.418577, -1.269035], [-3.503257, -3.653730, -5.564062], [2.200195, 0.608480, -0.953256], [-1.247169, -4.863332, -3.358096], [7.316202, 1.545185, -6.530537], [-1.085547, -2.452003, -3.491840], [-4.502964, 0.949534, 1.210492], [-0.370655, 1.186548, -3.812413], [-2.559271, 5.733182, 5.711468], [0.982105, -4.286836, 3.853910], [-0.628295, -0.954663, -1.688013], [-2.597806, 4.344457, 5.747053], [0.658959, 0.256251, 3.223298]], "forces_ev_per_angstrom": [[-0.3, -0.1, 0.2], [0.0, 0.2, 0.1], [0.0, 0.0, 0.0], [0.0, 0.0, 0.0], [0.0, 0.0, 0.0], [0.1, 0.2, -0.1], [0.0, 0.0, 0.0], [0.0, 0.0, 0.0], [0.1, -0.1, -0.2], [0.6, -0.6, 0.2], [0.2, -0.1, -0.1], [0.0, 0.0, 0.0], [0.0, 0.0, 0.0], [0.0, 0.0, 0.0], [0.0, 0.0, 0.0], [0.0, 0.0, 0.1], [0.1, 0.0, 0.2], [0.0, 0.0, 0.0], [-0.2, 0.0, 0.1], [-0.1, 0.1, 0.1], [0.1, 0.0, 0.0], [-0.1, 0.0, 0.0], [0.0, 0.0, 0.0], [0.0, 0.0, -0.1], [0.1, 0.1, 0.0], [0.0, 0.1, 0.3], [0.0, 0.0, -0.2], [-0.3, -0.1, 0.3], [0.0, 0.0, 0.0], [0.2, -0.2, -0.2], [0.0, 0.0, 0.0], [0.0, 0.0, 0.0], [0.0, 0.2, 0.1], [-0.1, 0.2, 0.2], [0.1, 0.0, 0.0], [0.0, 0.0, 0.0], [0.1, 0.2, 0.0], [0.0, 0.2, 0.0], [0.0, 0.0, 0.0], [-0.1, 0.0, 0.0], [0.0, 0.0, 0.1], [0.0, 0.0, 0.0], [0.0, 0.0, 0.0], [-0.2, -0.1, 0.0], [0.0, 0.0, 0.0], [0.0, 0.2, -0.1], [0.0, 0.0, -0.1], [0.0, 0.0, 0.0], [0.0, 0.0, 0.0], [-0.3, 0.0, 0.3], [0.0, 0.0, 0.1], [0.0, 0.0, 0.0], [0.1, 0.0, 0.0], [0.0, -0.1, 0.0], [0.0, 0.0, 0.0], [-0.3, 0.5, 0.0], [0.0, 0.1, 0.0], [0.0, 0.0, 0.0], [0.0, -0.1, -0.1], [0.0, 0.0, 0.0], [0.1, 0.0, -0.1], [0.0, -0.1, 0.0], [0.1, 0.0, 0.0], [0.2, -0.1, -0.3], [-0.1, 0.1, 0.4], [0.1, 0.2, 0.1], [0.2, 0.1, -0.1], [-0.1, -0.1, 0.1], [0.0, 0.0, -0.2], [0.5, 0.1, -0.8], [0.2, 0.0, -0.1], [0.2, 0.0, 0.0], [0.0, 0.0, 0.0], [0.5, -0.1, -0.5], [0.1, -0.4, 0.0], [-0.1, 0.2, 0.1], [0.0, 0.2, 0.1], [-0.2, -0.1, 0.0], [0.0, 0.0, 0.1], [0.0, 0.0, 0.0], [-0.2, 0.1, 0.1], [0.0, 0.0, 0.0], [0.0, 0.0, 0.0], [0.2, 0.1, -0.1], [0.1, 0.0, 0.1], [0.0, 0.0, 0.0], [0.0, -0.2, 0.0], [0.0, 0.0, 0.0], [-0.9, -0.1, 0.4], [0.0, -0.1, 0.0], [0.1, 0.0, 0.1], [-0.2, -0.1, 0.0], [-0.2, 0.0, -0.1], [-0.1, 0.0, -0.1], [0.1, -0.1, -0.3], [0.0, 0.0, 0.0], [-0.3, -0.3, -0.3], [-0.1, 0.2, 0.2], [0.0, 0.1, -0.1]], "lowdin_spin": [0.195, 0.001, 0.000, 0.000, 0.002, 0.000, 0.000, 0.000, 0.057, 0.012, 0.000, 0.000, 0.000, 0.000, 0.000, 0.000, 0.002, 0.000, 0.085, 0.000, 0.000, 0.000, 0.000, 0.001, 0.000, 0.001, 0.025, 0.062, 0.001, 0.000, 0.000, 0.000, 0.000, 0.002, 0.000, 0.000, 0.000, 0.000, 0.000, 0.000, 0.006, 0.004, 0.000, 0.000, 0.000, 0.000, 0.000, 0.000, 0.000, 0.000, 0.007, 0.000, 0.000, 0.000, 0.000, 0.000, 0.000, 0.000, 0.000, 0.000, 0.000, 0.000, 0.000, 0.000, 0.000, 0.038, 0.043, 0.000, 0.000, -0.001, 0.000, 0.000, 0.000, 0.186, 0.000, 0.004, 0.006, 0.000, 0.000, 0.000, 0.094, 0.000, 0.000, 0.000, 0.001, 0.000, 0.003, 0.000, 0.129, 0.000, 0.022, 0.000, 0.000, 0.000, 0.000, 0.000, 0.006, 0.000, 0.000]}